{"formula": "C6H10O", "method": "ωB97M-V/def2-TZVPD", "e_above_lowest_kcal_mol": 95.2, "energy_ev": -8427.11193, "e_homo_ev": -8.6, "charge": 0, "symbols": ["C", "C", "C", "C", "O", "C", "C", "H", "H", "H", "H", "H", "H", "H", "H", "H", "H"], "positions_angstrom": [[2.06085, 0.33755, 0.10214], [0.95049, -0.49492, -0.52841], [-0.45355, 0.00366, -0.22846], [-1.54031, -0.86809, -0.81874], [-0.60343, -0.07879, 1.39064], [-0.68319, 1.46853, -0.34186], [-0.87194, 1.59339, 0.93162], [3.04036, -0.08314, -0.14470], [1.96413, 0.36045, 1.19239], [2.02170, 1.36774, -0.26280], [1.01208, -1.53761, -0.19343], [1.05878, -0.49888, -1.62244], [-2.52571, -0.51546, -0.49707], [-1.50721, -0.80583, -1.91175], [-1.40241, -1.91319, -0.52151], [-1.46292, -0.46741, 1.60769], [-1.05772, 2.13199, 1.84669]], "forces_ev_per_a": [[0.0, 0.1, 0.0], [0.0, -0.1, 0.1], [0.1, -0.2, -0.3], [0.0, 0.0, 0.1], [0.1, -0.2, -0.2], [-0.1, 0.0, 0.8], [0.0, 0.6, -0.4], [-0.1, 0.0, 0.0], [0.0, 0.0, -0.2], [0.0, -0.1, 0.1], [0.0, 0.1, -0.1], [-0.1, 0.0, 0.2], [0.1, 0.0, -0.1], [0.0, 0.0, 0.2], [0.0, 0.1, -0.1], [0.0, -0.1, -0.1], [0.1, 0.0, -0.2]]}